Record 1
Here is a 2-piece molecular cluster, CH3FOS overall in a non-equilibrium geometry from OMol25. Energies are from ωB97M-V/def2-TZVPD.

```
7
Properties=species:S:1:pos:R:3:forces:R:3:nbo_charge:R:1
C -0.918 -0.116 -0.016 0.267 0.816 4.815 -0.82
O 1.633 0.145 0.589 -0.005 0.340 0.800 -0.45
F 2.333 0.894 -0.733 -0.262 -0.322 -0.271 -0.32
S 0.616 -0.952 0.311 0.505 -0.419 -0.456 0.86
H -1.484 -0.719 -0.580 -2.023 -2.368 -2.360 0.22
H -0.644 0.736 -0.561 0.013 1.597 -0.404 0.26
H -1.537 0.011 0.991 1.507 0.356 -2.125 0.24
```
Positions in Å, forces in eV/Å.

## Properties
HOMO-LUMO gap (alpha / beta) = 9.0 / 9.0 eV
HOMO level (alpha / beta) = -10.50 / -10.02 eV
Multiplicity = 1
Electronic energy = -613.0317 a.u.



Record 2
Here is CH3FOS in the gas phase in a non-equilibrium geometry from OMol25. Energies are from ωB97M-V/def2-TZVPD.

```
7
Properties=species:S:1:pos:R:3:forces:R:3:nbo_charge:R:1
F -1.056 -0.257 0.938 -0.074 0.628 -1.000 -0.35
C -0.199 -0.731 -0.022 2.166 0.182 -0.578 0.31
O 1.146 -0.050 0.148 -1.943 -1.182 0.105 -0.69
S 1.093 1.604 -0.165 -1.259 -0.578 1.536 0.28
H -0.387 -0.538 -1.141 -0.845 -0.042 1.954 0.17
H -0.181 -1.822 0.250 0.954 1.022 -0.681 0.17
H 0.278 1.905 0.960 1.001 -0.030 -1.337 0.11
```
Positions in Å, forces in eV/Å.

## Properties
HOMO-LUMO gap = 10.0 eV
HOMO level = -9.41 eV
Multiplicity = 1
Electronic energy = -613.1308 a.u.



Record 3
Here is a 2-piece molecular cluster, CH3I2N2 overall in a non-equilibrium geometry from OMol25. Energies are from ωB97M-V/def2-TZVPD.

```
8
Properties=species:S:1:pos:R:3:forces:R:3:nbo_charge:R:1
C -1.183 0.093 0.830 2.064 -0.356 -0.948 0.22
N -2.193 0.199 1.345 -3.902 0.735 1.613 -0.66
N 1.518 0.173 -0.689 -0.656 -1.163 1.133 -1.04
I 5.365 -0.627 -0.055 -0.462 -0.115 -0.286 0.18
I 3.165 0.866 0.229 -1.374 0.172 -0.165 0.95
H 1.020 0.830 -1.277 0.795 0.611 -0.390 0.41
H -3.153 0.387 1.728 1.892 -0.458 -0.679 0.48
H 0.731 -0.203 -0.056 1.643 0.574 -0.278 0.45
```
Positions in Å, forces in eV/Å.

## Properties
HOMO-LUMO gap = 7.5 eV
HOMO level = -14.36 eV
Multiplicity = 1
Total charge = +1
Electronic energy = -744.4245 a.u.



Record 4
Here is CH3I2O2P as an isolated structure in a non-equilibrium geometry from OMol25. Energies are from ωB97M-V/def2-TZVPD.

```
9
Properties=species:S:1:pos:R:3:forces:R:3:nbo_charge:R:1
C -1.409 -0.017 0.194 1.307 -3.112 -2.590 -0.96
O 0.511 0.347 -1.871 0.003 -0.352 -0.364 -1.01
O 1.102 0.965 0.679 -1.042 -1.256 -1.652 -1.00
P 0.366 -0.010 -0.472 0.633 0.457 4.482 2.00
I 3.032 1.328 0.482 0.212 0.199 -0.010 0.51
I 1.943 -2.372 0.525 -1.440 1.565 -0.925 -0.32
H -1.897 0.641 -0.436 -0.697 1.835 -1.554 0.25
H -1.786 -0.989 -0.226 0.344 0.529 0.550 0.25
H -1.864 0.108 1.126 0.680 0.135 2.063 0.27
```
Positions in Å, forces in eV/Å.

## Properties
HOMO-LUMO gap = 7.5 eV
HOMO level = -9.28 eV
Multiplicity = 1
Electronic energy = -1127.1108 a.u.



Record 5
Here is CH3IN2 in the gas phase in a non-equilibrium geometry from OMol25. Energies are from ωB97M-V/def2-TZVPD.

```
7
Properties=species:S:1:pos:R:3:forces:R:3:nbo_charge:R:1
I 1.658 -1.729 -0.371 -0.843 1.030 -0.338 0.03
C 0.122 -0.125 -0.465 -0.700 -1.682 -2.115 -0.01
N 0.170 0.955 0.393 0.659 2.120 -0.293 -0.48
N -0.750 -0.146 0.629 -2.526 -0.750 1.009 -0.47
H -0.454 0.029 -1.413 1.569 -0.413 0.274 0.20
H 1.053 0.960 0.936 -1.237 -0.558 0.427 0.37
H -1.800 0.055 0.293 3.078 0.253 1.036 0.35
```
Positions in Å, forces in eV/Å.

## Properties
HOMO-LUMO gap = 9.7 eV
HOMO level = -9.55 eV
Multiplicity = 1
Electronic energy = -447.0068 a.u.



Record 6
Here is CH3IN2O in the gas phase in a non-equilibrium geometry from OMol25. Energies are from ωB97M-V/def2-TZVPD.

```
8
Properties=species:S:1:pos:R:3:forces:R:3:nbo_charge:R:1
N 0.400 0.065 0.005 2.075 2.164 -0.617 -0.65
N -0.928 -0.362 -0.029 -0.115 1.100 0.267 -0.50
C -1.822 0.670 0.050 -0.771 0.760 -1.654 0.56
O -1.635 1.855 -0.036 0.292 -1.119 0.936 -0.56
I -3.796 -0.110 0.001 -0.573 -0.153 0.128 0.01
H 0.572 0.631 0.904 -0.578 -1.349 -1.844 0.37
H 0.622 0.774 -0.810 -0.803 -1.664 2.004 0.35
H -1.194 -1.104 -0.688 0.474 0.260 0.780 0.41
```
Positions in Å, forces in eV/Å.

## Properties
HOMO-LUMO gap = 10.4 eV
HOMO level = -9.83 eV
Multiplicity = 1
Electronic energy = -522.3165 a.u.



Record 7
Here is CH3IN2O2 in the gas phase in a non-equilibrium geometry from OMol25. Energies are from ωB97M-V/def2-TZVPD.

```
9
Properties=species:S:1:pos:R:3:forces:R:3:nbo_charge:R:1
C 0.997 -0.938 -0.872 3.609 -1.180 1.542 -0.27
N -1.581 1.703 2.101 0.602 -1.543 1.614 0.16
N -0.998 0.151 -0.531 0.113 -0.707 0.458 -0.52
O -1.114 0.691 2.417 -0.982 1.671 -1.170 -0.15
O 0.317 -0.079 -0.022 -1.235 1.031 -0.461 -0.45
I -1.501 2.022 -0.237 0.360 0.240 -0.521 0.66
H 1.523 -0.428 -1.779 -1.466 -1.049 1.220 0.19
H 0.483 -1.941 -0.985 0.318 1.397 -0.596 0.19
H 1.875 -1.181 -0.092 -1.319 0.139 -2.087 0.19
```
Positions in Å, forces in eV/Å.

## Properties
HOMO-LUMO gap (alpha / beta) = 6.8 / 6.4 eV
HOMO level (alpha / beta) = -7.77 / -7.56 eV
Multiplicity = 1
Electronic energy = -597.3088 a.u.



Record 8
Here is an isolated ion of composition CH3IN5 and charge +1 in a non-equilibrium geometry from OMol25. Energies are from ωB97M-V/def2-TZVPD.

```
10
Properties=species:S:1:pos:R:3:forces:R:3:nbo_charge:R:1
C 0.755 -1.968 -0.090 -1.541 1.412 -0.616 0.21
N -0.101 -0.976 -0.234 -2.789 0.954 0.798 -0.28
N 2.021 -1.658 0.027 2.325 -2.847 0.632 -0.09
N 0.287 0.232 0.013 1.402 -0.145 0.602 0.04
N 2.562 -0.733 0.532 0.310 1.831 -0.509 -0.12
N -0.611 1.130 0.048 -1.567 1.685 0.330 -0.43
I 4.296 0.136 -0.046 0.495 0.041 0.231 0.56
H 0.341 -2.955 -0.088 0.490 -0.517 -0.458 0.25
H -1.622 0.842 -0.023 1.188 0.426 -0.123 0.41
H -0.364 2.150 0.357 -0.313 -2.840 -0.886 0.45
```
Positions in Å, forces in eV/Å.

## Properties
HOMO-LUMO gap (alpha / beta) = 7.0 / 7.0 eV
HOMO level (alpha / beta) = -12.51 / -14.43 eV
Multiplicity = 3
Total charge = +1
Electronic energy = -610.9043 a.u.